37
Properties=species:S:1:pos:R:3 method="wB97M-V/def2-TZVPD" lumo_ev="2.1 / 2.1" multiplicity=2 homo_energy_ev="0.2 / -6.3" energy_ev=-175218.639 total_charge=-1 homo_lumo_gap_ha="0.0728 / 0.3098"
C -2.521 -0.962 5.200
O -2.242 -0.747 3.763
P -0.720 -0.469 3.176
O 0.285 -1.440 3.662
O -0.890 -0.269 1.615
C -1.029 -1.310 0.712
O -0.390 1.027 3.626
C 0.583 1.312 4.651
H -3.479 -0.513 5.464
H -1.736 -0.567 5.845
H -2.682 -2.014 5.433
H -2.023 -1.533 0.326
H -0.682 -2.306 0.985
H -0.512 -1.092 -0.223
H 1.366 1.935 4.220
H 1.056 0.419 5.061
H 0.214 1.831 5.536
C -2.625 2.204 -4.254
Cl -1.751 3.581 -5.005
Cl -1.720 1.681 -2.817
Cl -3.012 0.932 -5.466
H -3.584 2.570 -3.888
C 2.399 0.297 1.343
Cl 2.480 -1.181 0.330
Cl 1.414 1.640 0.756
Cl 4.015 0.984 1.575
H 2.059 0.062 2.352
C 1.690 1.095 -2.873
Cl 1.083 -0.535 -2.589
Cl 1.381 1.520 -4.562
Cl 3.441 1.274 -2.466
H 1.122 1.717 -2.182
C 1.323 -2.264 -5.727
Cl 0.982 -0.772 -6.685
Cl 3.035 -2.264 -5.264
Cl 1.016 -3.631 -6.760
H 0.654 -2.213 -4.868


19
Properties=species:S:1:pos:R:3 method="wB97M-V/def2-TZVPD" lumo_ev=1.0 homo_energy_ev=-8.2 de_lowest_ev=4.802 energy_ev=-8459.552 homo_lumo_gap_ha=0.3401
C -2.272 -0.184 1.118
C -1.008 1.115 0.219
C -0.339 0.330 -0.854
C 1.060 0.747 -1.282
C 0.846 -0.554 -0.571
C 1.382 -0.744 0.826
O 2.752 -1.101 0.816
H -2.813 -0.399 0.218
H -2.928 0.236 1.897
H -1.764 -1.075 1.513
H -1.187 0.743 1.272
H -1.768 1.788 -0.178
H -0.967 -0.012 -1.685
H 1.299 0.735 -2.343
H 1.506 1.567 -0.724
H 0.912 -1.447 -1.189
H 1.203 0.163 1.422
H 0.866 -1.576 1.319
H 3.217 -0.403 0.338


13
Properties=species:S:1:pos:R:3 method="wB97M-V/def2-TZVPD" lumo_ev="-7.2 / -7.0" homo_energy_ev="-14.2 / -13.2" de_lowest_ev=6.506 energy_ev=-13498.805 total_charge=+1 homo_lumo_gap_ha="0.2573 / 0.2288"
O -0.749 1.612 1.679
C -0.557 1.760 0.300
C -0.345 0.448 -0.456
O 1.047 0.058 -0.531
C 1.277 -1.260 -0.231
C 0.184 -1.976 0.147
In -0.705 -0.230 1.948
H 0.311 2.420 0.097
H -1.444 2.247 -0.156
H -0.704 0.580 -1.487
H 2.013 -1.659 -0.939
H 0.412 -3.025 0.357
H -0.741 -0.977 -0.729


41
Properties=species:S:1:pos:R:3 method="wB97M-V/def2-TZVPD" lumo_ev="4.4 / 4.4" multiplicity=6 homo_energy_ev="-0.9 / -1.4" de_lowest_ev=1.870 energy_ev=-76801.638 total_charge=-2 homo_lumo_gap_ha="0.1971 / 0.2140"
O 19.434 -6.927 -16.029
H 18.816 -6.993 -16.762
H 20.227 -7.249 -16.463
H 19.239 -7.564 -15.338
Mn 18.761 -8.883 -19.324
C 16.939 -7.330 -18.332
O 16.039 -6.784 -17.719
O 16.773 -8.336 -19.048
O 18.077 -6.945 -18.379
P 20.918 -9.232 -17.779
O 20.759 -8.990 -19.316
O 21.730 -10.514 -17.441
O 19.429 -9.333 -17.542
O 21.448 -7.895 -17.124
O 13.749 -7.758 -16.293
H 14.588 -7.445 -16.632
H 13.093 -7.248 -16.768
O 14.620 -9.883 -18.216
H 15.345 -9.284 -18.394
H 14.005 -9.367 -17.695
O 16.388 -5.107 -20.981
H 15.969 -5.887 -20.617
H 16.780 -4.670 -20.225
O 17.397 -4.114 -17.591
H 16.916 -3.743 -16.851
H 17.063 -5.008 -17.671
O 17.964 -10.712 -20.088
H 18.231 -11.507 -19.627
H 17.207 -10.979 -20.609
O 14.143 -4.718 -18.752
H 14.327 -3.781 -18.689
H 14.869 -5.137 -18.290
O 19.287 -4.975 -19.758
H 18.806 -5.475 -19.098
H 18.804 -4.152 -19.834
O 14.914 -8.095 -21.203
H 15.531 -8.375 -21.879
H 15.256 -8.475 -20.394
O 16.419 -6.366 -15.040
H 16.478 -5.412 -15.105
H 16.262 -6.658 -15.937


99
Properties=species:S:1:pos:R:3 method="wB97M-V/def2-TZVPD" lumo_ev=-5.3 homo_energy_ev=-12.5 de_lowest_ev=0.000 energy_ev=-144003.158 total_charge=+2 homo_lumo_gap_ha=0.2646
Sn -0.334 -1.324 -0.138
C -3.585 -1.223 4.346
C -2.592 -1.760 3.311
C -3.213 -2.956 2.573
P -1.893 -0.551 2.088
C -3.117 0.792 1.736
C -3.206 1.882 2.803
C -4.499 0.234 1.366
C -0.501 0.269 2.887
C -0.438 0.465 4.267
C 0.554 1.235 4.845
C 1.475 1.853 4.012
C 1.443 1.649 2.642
C 0.487 0.812 2.048
N 0.449 0.575 0.647
C 1.607 0.969 -0.071
C 2.881 0.539 0.335
C 4.032 0.923 -0.318
C 3.959 1.756 -1.433
C 2.719 2.156 -1.879
C 1.533 1.765 -1.224
P 0.067 2.567 -1.856
C -0.293 4.047 -0.867
C -0.821 3.634 0.510
C 0.954 4.935 -0.730
C 0.172 2.864 -3.656
C 0.744 1.631 -4.373
C 0.797 4.186 -4.127
H -3.770 -1.999 5.092
H -4.543 -0.989 3.885
H -3.237 -0.338 4.874
H -1.704 -2.095 3.849
H -4.138 -2.665 2.074
H -3.466 -3.745 3.284
H -2.551 -3.382 1.819
H -2.680 1.250 0.840
H -3.622 1.500 3.736
H -3.878 2.665 2.443
H -2.240 2.336 3.017
H -5.125 0.137 2.252
H -4.455 -0.743 0.879
H -5.013 0.919 0.692
H -1.185 0.014 4.906
H 0.594 1.370 5.916
H 2.234 2.501 4.430
H 2.185 2.144 2.031
H 2.942 -0.109 1.200
H 4.993 0.575 0.038
H 4.854 2.077 -1.947
H 2.668 2.796 -2.742
H -1.073 4.577 -1.412
H -0.036 3.185 1.113
H -1.654 2.933 0.455
H -1.168 4.530 1.025
H 1.799 4.391 -0.308
H 0.710 5.742 -0.038
H 1.262 5.390 -1.669
H -0.892 2.939 -3.899
H 1.830 1.605 -4.327
H 0.459 1.676 -5.424
H 0.362 0.693 -3.965
H 1.865 4.262 -3.938
H 0.302 5.050 -3.687
H 0.658 4.252 -5.207
N -2.129 -1.514 -3.389
C -2.694 -0.205 -3.723
C -3.207 0.502 -2.450
C -2.441 1.740 -2.134
O -2.840 2.862 -2.210
O -1.124 1.447 -1.786
H -1.731 -1.942 -4.216
H -2.868 -2.138 -3.084
H -3.520 -0.257 -4.437
H -1.910 0.386 -4.198
H -3.134 -0.189 -1.610
H -4.241 0.819 -2.554
Se 4.934 -7.303 -0.790
N 3.776 -6.837 0.470
C 3.316 -5.660 0.134
C 2.319 -4.935 0.918
C 1.832 -5.422 2.131
C 0.903 -4.681 2.826
C 0.462 -3.488 2.269
N 0.901 -3.021 1.105
C 1.849 -3.712 0.444
C 2.407 -3.112 -0.781
N 1.956 -1.895 -1.127
C 2.429 -1.331 -2.229
C 3.402 -1.924 -3.028
C 3.885 -3.161 -2.668
C 3.376 -3.780 -1.527
C 3.832 -5.094 -1.079
N 4.711 -5.814 -1.727
H 2.204 -6.368 2.503
H 0.516 -5.008 3.780
H -0.268 -2.887 2.779
H 2.020 -0.361 -2.488
H 3.766 -1.411 -3.908
H 4.640 -3.673 -3.250